(P)
# C2H11N3O

2 unconnected molecules or ions with the total composition C2H11N3O (ωB97M-V/def2-TZVPD, the OMol25 dataset).

```
17
Properties=species:S:1:pos:R:3:mulliken_spin:R:1
N -2.26848 -0.00230 -0.33337 0.08
C -1.34048 -0.26330 -1.38067 0.03
N -0.79228 0.89787 -2.04403 0.78
H -2.91482 0.76165 -0.56355 0.01
H -1.80973 0.37259 0.49558 0.00
H -1.59948 -1.04785 -2.09552 0.03
H -0.46954 -0.67100 -0.80409 0.09
H 0.22748 0.84300 -2.19118 -0.02
H -0.84425 1.76464 -1.48468 -0.01
N 1.93302 -1.27834 1.25500 0.01
C 1.63933 0.10179 1.10637 0.00
O 0.27013 0.52798 1.04334 0.01
H 2.48819 -1.58977 2.02662 0.00
H 1.27025 -1.98030 0.95810 0.00
H 2.07014 0.46934 0.16074 0.00
H 2.19197 0.61084 1.89672 0.00
H -0.05142 0.48317 1.95460 0.00
```

Properties
Charge ... +1
2S+1 ... 2
⟨S²⟩ ... 0.75
LUMO level (spin up / spin down) ... -3.35 / -8.83 eV



(Q)
# C2H11N3O

2 unconnected molecules or ions with the total composition C2H11N3O (ωB97M-V/def2-TZVPD, the OMol25 dataset).

```
17
Properties=species:S:1:pos:R:3:mulliken_spin:R:1
N -0.73417 0.28923 -4.63606 0.75
C -0.12850 0.29990 -3.28213 0.00
N 0.37484 1.61843 -2.92918 0.25
H -0.41187 -0.52932 -5.18166 -0.02
H -0.44201 1.02693 -5.30091 -0.01
H 0.73484 -0.37075 -3.35221 0.03
H -0.88391 0.01179 -2.55502 0.02
H -0.28852 2.34042 -3.23188 0.00
H 1.15575 1.83671 -3.54269 -0.01
N -0.71430 -0.37760 3.86343 0.00
C 0.32265 -1.06657 4.62856 0.00
O 1.38943 -1.50809 3.78045 0.00
H -1.51503 -0.36035 4.49330 0.00
H -0.43772 0.59419 3.76894 0.00
H -0.19500 -1.86737 5.16056 0.00
H 0.85625 -0.46104 5.37385 0.00
H 0.91727 -1.47650 2.94265 0.00
```

Properties
Charge ... +1
2S+1 ... 2
⟨S²⟩ ... 0.76
LUMO level (spin up / spin down) ... -3.90 / -9.59 eV



Quick one: least stable of them? (Q)



(P)
# C4H34N3O10

11 unconnected molecules or ions with the total composition C4H34N3O10 (ωB97M-V/def2-TZVPD, the OMol25 dataset).

```
51
Properties=species:S:1:pos:R:3:lowdin_charge:R:1
N -1.98650 -1.38372 -0.85093 0.20
C -0.69699 -1.46402 -0.05440 -0.25
C 0.08135 -0.09411 -0.10021 -0.12
C -0.28927 0.76236 1.15579 -0.22
N 0.19725 0.00694 2.35297 0.00
C 0.17572 -2.54842 -0.75457 -0.22
N -0.19491 -3.98774 -0.72015 0.03
H -2.29981 -0.40153 -0.57030 0.13
H -1.97006 -1.30650 -1.88014 0.12
H -2.63943 -2.10728 -0.43187 0.20
H -0.94471 -1.86149 0.94412 0.12
H -0.21522 0.39023 -1.00337 0.08
H 1.12408 -0.40866 -0.17697 0.07
H -1.27767 0.92191 1.22012 0.01
H 0.31208 1.79373 0.92764 0.15
H 0.03237 0.50302 3.22525 0.09
H 1.24323 -0.15032 2.09318 0.07
H 0.18734 -2.37723 -1.85132 0.12
H 1.29118 -2.33700 -0.59159 0.11
H -0.66097 -4.29023 0.08536 0.04
H 0.67996 -4.41648 -0.79970 0.05
H 2.07877 0.87275 -1.84694 0.03
H 3.47567 0.64897 -2.39558 0.03
O 2.81070 0.16253 -1.98351 -0.06
H -1.31631 2.69966 -1.30907 0.03
H -1.27311 3.26118 -2.64624 0.07
O -0.94586 3.53776 -1.75573 -0.09
H -2.63519 -0.03724 1.72511 0.01
H -3.59268 1.24829 1.57880 0.01
O -3.48890 0.35950 1.36793 -0.07
H -3.67355 2.19682 -1.32787 0.10
H -2.89222 2.02231 -0.10252 0.06
O -2.77885 1.94741 -1.06385 -0.05
H 3.60736 -1.98853 -0.24626 0.07
H 3.24356 -0.79849 -0.77190 -0.02
O 3.07872 -1.25544 0.04465 -0.07
H -2.77120 -1.58501 3.27621 0.05
H -1.16535 -1.46613 3.00187 0.08
O -2.09812 -1.29648 2.70479 -0.07
H 3.20250 -0.78977 1.75377 0.03
H 2.89699 -1.51366 3.09302 0.09
O 2.86902 -0.62194 2.67934 -0.10
H -2.62556 0.78874 -3.22860 0.03
H -1.34636 0.22045 -3.99924 0.13
O -1.95169 0.12378 -3.17659 -0.07
H 3.25248 1.36306 2.75917 -0.02
H 3.08654 1.96661 1.40713 -0.11
O 3.42174 2.02819 2.16097 0.08
H 1.76219 2.86821 -0.91506 0.07
H 0.56012 2.75337 -1.94032 0.07
O 1.52416 2.38130 -1.72912 -0.10
```

Properties
Charge ... +1
LUMO level ... -2.98 eV



(Q)
# C4H34N3O10

11 unconnected molecules or ions with the total composition C4H34N3O10 (ωB97M-V/def2-TZVPD, the OMol25 dataset).

```
51
Properties=species:S:1:pos:R:3:lowdin_charge:R:1
N -0.69692 2.01125 0.94883 0.16
C -0.84158 0.58260 0.59599 -0.29
C 0.39682 0.08046 -0.15437 -0.13
C 1.17553 -0.92146 0.72971 -0.25
N 0.45262 -2.14491 1.05944 0.02
C -2.18474 0.44807 -0.17892 -0.20
N -3.20371 1.31346 0.41703 0.02
H -1.49837 2.36103 1.47265 0.15
H 0.24635 2.12587 1.46610 0.09
H -0.66687 2.60929 0.10057 0.11
H -0.99858 -0.00636 1.50532 0.13
H 1.12970 0.84438 -0.38641 0.09
H 0.05186 -0.49866 -1.00768 0.10
H 1.36160 -0.41928 1.69074 0.07
H 2.12202 -1.13876 0.21858 0.12
H 1.11984 -2.89651 1.08505 0.06
H -0.28502 -2.35168 0.39971 0.03
H -2.02042 0.76434 -1.21417 0.11
H -2.51914 -0.58780 -0.24819 0.12
H -3.80864 0.86771 1.08314 0.08
H -3.64505 1.87952 -0.28630 0.08
H 0.54858 0.79009 -3.30650 0.01
H -0.14491 0.58463 -4.67878 0.05
O -0.33719 0.68449 -3.74253 -0.08
H 3.82210 1.44418 -0.27134 0.08
H 3.33958 2.71535 -1.10700 0.07
O 3.47375 1.76656 -1.10675 -0.02
H 1.19962 -0.31496 3.57821 0.05
H -0.19828 -0.07728 3.91401 0.04
O 0.66281 0.37552 3.99913 -0.05
H 1.66988 3.15786 2.82237 0.08
H 1.31706 1.69149 3.04960 0.03
O 1.53390 2.33634 2.33206 -0.05
H -1.53690 -1.87013 -3.63956 0.07
H -1.47709 -0.59471 -2.85356 0.01
O -1.98045 -1.43168 -2.90227 -0.06
H -1.27695 -1.80220 3.20688 0.02
H -0.22302 -2.58411 3.99931 0.05
O -0.97111 -1.98518 4.10165 -0.05
H -1.69159 -2.58233 -1.73436 -0.01
H -2.23380 -3.99246 -1.06740 0.06
O -1.53763 -3.33930 -1.12045 -0.08
H 0.76679 4.74488 -0.18580 0.07
H 0.24927 4.26958 -1.51592 0.07
O 0.11775 4.14208 -0.56744 -0.04
H 0.18365 -4.31101 -0.79005 0.02
H 1.25832 -3.96043 -1.82703 0.04
O 1.12991 -4.09731 -0.88557 -0.07
H 2.42403 -0.41963 -3.18297 0.07
H 2.68606 0.72209 -2.12726 0.02
O 1.98452 0.20894 -2.60291 -0.08
```

Properties
Charge ... +1
LUMO level ... -2.82 eV



Quick one: least stable of them? (P)



(P)
# C3H4ClFOS

C3H4ClFOS in the gas phase (ωB97M-V/def2-TZVPD, the OMol25 dataset).

```
11
Properties=species:S:1:pos:R:3:lowdin_charge:R:1
C 0.54913 -0.76921 0.92040 -0.07
C 0.26492 -0.25887 -0.48593 -0.81
C -1.06034 0.59625 -0.50589 -0.88
H 1.42977 -1.41247 0.90499 0.08
H 0.66339 0.02327 1.66663 0.10
H -0.30343 -1.45665 1.18214 0.11
H 0.08209 2.06380 -0.22383 0.05
O -0.86772 1.88261 -0.14794 -0.02
F 0.08836 -1.36869 -1.39396 -0.08
S -2.51109 0.00409 -0.83529 0.81
Cl 1.66493 0.69586 -1.08133 0.72
```

Properties
LUMO level ... -0.12 eV
SMILES string ... C[C@](F)(Cl)C(O)=S



(Q)
# C3H4ClFOS

A molecular structure, C3H4ClFOS (ωB97M-V/def2-TZVPD, the OMol25 dataset).

```
11
Properties=species:S:1:pos:R:3:lowdin_charge:R:1
C -0.83011 1.03464 1.46738 -0.09
C -0.38413 0.41916 0.03129 -0.98
C 0.80942 -0.45791 0.02129 -0.97
H -2.31683 0.70367 1.58798 0.16
H -0.10249 0.10002 2.14284 0.15
H -0.49614 2.62757 1.39177 0.23
H -0.43537 -1.81113 0.51586 0.09
O 0.56173 -1.60351 0.64745 -0.05
F -0.27274 1.44409 -0.72458 0.00
S 2.25807 0.09693 -0.27260 0.86
Cl -1.90521 -0.54795 -0.53265 0.61
```

Properties
LUMO level ... -0.55 eV



Quick one: least stable of them? (Q)



(P)
# C6H14

A molecular structure, C6H14 (ωB97M-V/def2-TZVPD, the OMol25 dataset).

```
20
Properties=species:S:1:pos:R:3:lowdin_charge:R:1
C 2.59531 0.02121 -0.38199 -0.12
C 1.28645 -0.71286 -0.11870 -0.23
C -0.03198 0.00503 0.13078 -0.47
C -0.06093 1.45455 -0.23525 -0.08
C -1.22096 -0.86371 -0.20016 -0.25
C -2.50985 -0.31495 0.38690 -0.12
H 2.85228 0.62207 0.49789 0.07
H 3.40772 -0.70424 -0.50772 0.07
H 2.62849 0.69329 -1.25145 0.07
H 1.23956 -1.76509 -0.41862 0.11
H 0.98169 -0.60947 0.98417 0.09
H -0.12561 0.10257 1.53642 0.19
H -0.89454 1.90121 0.30341 0.07
H 0.86517 1.94760 0.08000 0.08
H -0.17677 1.59677 -1.31422 0.10
H -1.02510 -1.87507 0.18660 0.12
H -1.30257 -0.97323 -1.29094 0.12
H -2.80546 0.61788 -0.10495 0.07
H -3.32274 -1.03193 0.26004 0.07
H -2.38018 -0.11161 1.45778 0.07
```

Properties
LUMO level ... 1.14 eV



(Q)
# C6H14

2 unconnected molecules or ions with the total composition C6H14 (ωB97M-V/def2-TZVPD, the OMol25 dataset).

```
20
Properties=species:S:1:pos:R:3:lowdin_charge:R:1
C 0.19895 1.79568 0.56446 -0.23
C -1.15655 2.19423 0.02012 -0.13
C 0.98755 0.67656 -0.38154 -0.21
C 0.69935 0.47280 -1.66479 -0.03
H 0.87401 2.65330 0.59352 0.10
H 0.13800 1.43469 1.59517 0.09
H 2.00438 0.56123 -0.02806 0.09
H -1.05149 2.59848 -0.98663 0.07
H -1.61691 2.95108 0.65540 0.07
H -1.82502 1.33553 -0.02921 0.07
H 1.45976 0.12699 -2.34645 0.05
H -0.28892 0.61459 -2.07075 0.05
C -0.27116 -1.62170 0.91691 -0.19
C 0.18332 -2.79814 0.08445 -0.17
H 1.26817 -2.89149 0.09536 0.06
H -0.22221 -3.73270 0.47402 0.06
H -1.35783 -1.55598 0.95505 0.06
H 0.12278 -1.65305 1.93054 0.06
H -0.00229 -0.47548 0.57224 0.05
H -0.14387 -2.68659 -0.94981 0.06
```

Properties
LUMO level ... 1.18 eV
SMILES string ... C=CCC.CC



Quick one: least stable of them? (P)



(P)
# C6H14

2 unconnected molecules or ions with the total composition C6H14 (ωB97M-V/def2-TZVPD, the OMol25 dataset).

```
20
Properties=species:S:1:pos:R:3:lowdin_charge:R:1
C 0.07383 1.60301 2.07681 -0.11
C -1.01048 1.43076 0.93978 -0.23
C -0.88485 0.10468 0.24401 -0.22
C 0.10412 0.03064 -0.89710 -0.33
C 1.23906 -0.79883 -0.59512 0.01
C 0.03958 -1.23505 -1.83278 -0.12
H 0.13015 0.78768 2.79405 0.07
H 1.02886 1.93321 1.66759 0.07
H -0.20140 2.51914 2.61356 0.07
H -0.52492 2.26484 0.42279 0.10
H -2.01348 1.73996 1.19457 0.10
H -0.94516 -0.78831 0.88919 0.13
H -1.91133 -0.24059 -0.02450 0.12
H 0.40045 1.01461 -1.23986 0.14
H 1.14994 -1.57315 0.15334 0.08
H 1.28467 -3.74864 -1.34678 -0.12
H 2.22583 -0.43186 -0.83664 0.12
H -0.99012 -1.51592 -1.65161 0.11
H 0.16161 -0.74771 -2.78842 0.10
H 0.64365 -2.34846 -1.78286 -0.08
```

Properties
LUMO level ... 0.20 eV



(Q)
# C6H14

2 unconnected molecules or ions with the total composition C6H14 (ωB97M-V/def2-TZVPD, the OMol25 dataset).

```
20
Properties=species:S:1:pos:R:3:lowdin_charge:R:1
C 1.86456 -0.97922 0.98669 -0.13
C 1.47357 0.36619 0.38585 -0.35
C 0.59756 0.28708 -0.78012 -0.10
C -0.61362 1.13651 -1.02462 -0.21
C -1.83713 0.60049 -0.17133 -0.24
C -2.22796 -0.82575 -0.74682 -0.10
H 1.02743 -1.65616 1.19068 0.08
H 2.43280 -0.60197 2.00045 -0.08
H 2.61044 -1.49860 0.36163 0.08
H 2.31799 1.07892 0.35056 0.12
H 0.80688 0.83669 1.15038 0.11
H 1.06424 0.10110 -1.76110 0.10
H 2.81539 -0.50071 2.89647 0.13
H -0.58326 2.18002 -0.65155 0.12
H -0.80660 1.05355 -2.11409 0.12
H -2.69678 1.23589 -0.40671 0.09
H -1.65461 0.58207 0.89890 0.09
H -2.62559 -1.54328 -0.03821 0.06
H -2.79344 -0.74862 -1.66851 0.07
H -1.17187 -1.10421 -0.85855 0.04
```

Properties
LUMO level ... -1.60 eV



Quick one: least stable of them? (P)



(P)
# C6H14

A molecular structure, C6H14 (ωB97M-V/def2-TZVPD, the OMol25 dataset).

```
20
Properties=species:S:1:pos:R:3:lowdin_charge:R:1
C -0.84807 -1.98346 0.33681 -0.13
C -0.57424 -0.95314 -0.74019 -0.22
C 0.17605 0.30822 -0.11574 -0.41
C 0.93326 0.99994 -1.05145 0.07
C -0.30880 0.82738 1.14685 -0.26
C 0.72328 0.88225 2.30961 -0.17
H 0.01861 -2.63857 0.51924 0.07
H -1.01876 -1.41055 1.25403 0.05
H -1.63040 -2.71631 0.13803 0.07
H -1.51638 -0.54332 -1.10729 0.11
H -0.00882 -1.31606 -1.60500 0.09
H 1.43048 -0.00170 -0.26945 0.24
H 0.89503 2.08589 -0.95349 0.12
H 1.20871 0.65086 -2.04502 0.07
H -1.00169 1.02564 -3.19744 0.07
H -0.60431 0.40648 -3.29183 0.04
H -0.95054 1.70417 1.08600 0.06
H 1.22064 1.86058 2.42259 0.05
H 0.29781 0.52981 3.24356 0.04
H 1.55815 0.28188 1.92018 0.05
```

Properties
LUMO level ... -0.40 eV



(Q)
# C6H14

C6H14 in the gas phase (ωB97M-V/def2-TZVPD, the OMol25 dataset).

```
20
Properties=species:S:1:pos:R:3:lowdin_charge:R:1
C -2.08479 -1.43881 -0.67638 -0.12
C -1.45128 -0.20528 -0.03819 -0.23
C 0.06555 -0.03751 0.13390 -0.47
C 0.91035 -0.96544 -0.68126 -0.08
C 0.45282 1.42224 0.19608 -0.25
C 1.82203 1.61399 0.82318 -0.12
H -1.81009 -2.31366 -0.07835 0.07
H -3.17804 -1.36612 -0.62086 0.07
H -1.82872 -1.67192 -1.72104 0.07
H -2.06445 0.70572 -0.03120 0.11
H -1.11695 -0.44804 1.00445 0.09
H 0.31465 -0.47385 1.35412 0.18
H 1.89614 -0.98149 -0.21832 0.07
H 0.49175 -1.97658 -0.65269 0.08
H 0.97604 -0.65583 -1.72713 0.09
H -0.30889 1.95729 0.78073 0.11
H 0.40726 1.86144 -0.80968 0.12
H 2.61343 1.20225 0.18898 0.07
H 2.02811 2.67348 0.98316 0.07
H 1.86507 1.09813 1.79050 0.07
```

Properties
LUMO level ... 1.16 eV
SMILES string ... CCC(C)CC



(R)
# C6H14

C6H14 in the gas phase (ωB97M-V/def2-TZVPD, the OMol25 dataset).

```
20
Properties=species:S:1:pos:R:3:lowdin_charge:R:1
C 2.09852 0.01742 -0.22304 -0.10
C 0.82442 -0.35438 0.57799 -0.27
C -0.57549 -0.01882 -0.01992 -0.52
C -0.44473 -1.01629 -1.22477 -0.06
C -1.65644 -0.29268 1.10147 -0.06
C -0.64029 1.54521 -0.24801 -0.06
H 2.02819 1.02518 -0.64118 0.06
H 2.39758 -0.65129 -1.04836 0.07
H 2.94459 0.01574 0.47390 0.07
H 0.89375 -1.43635 0.80477 0.12
H 0.81263 0.19223 1.50327 0.09
H 0.45788 -1.67097 -1.13900 0.07
H -1.26702 -1.71856 -1.27562 0.07
H -0.25550 -0.47728 -2.15015 0.08
H -1.81372 -1.36227 1.25727 0.07
H -2.66419 0.16071 1.00972 0.08
H -1.26852 0.11864 2.04923 0.08
H -0.10283 1.86940 -1.14228 0.06
H -0.14091 2.01143 0.61881 0.08
H -1.62794 2.04294 -0.28411 0.08
```

Properties
LUMO level ... 1.00 eV
SMILES string ... CCC(C)(C)C



(S)
# C6H14

2 unconnected molecules or ions with the total composition C6H14 (ωB97M-V/def2-TZVPD, the OMol25 dataset).

```
20
Properties=species:S:1:pos:R:3:lowdin_charge:R:1
C -2.29832 0.17771 -1.33471 -0.02
C -1.09048 0.61653 -0.98847 -0.22
C -0.58849 0.75058 0.42212 -0.21
C 0.88736 0.36679 0.60416 -0.45
C 1.36654 0.77196 1.99792 -0.09
C 1.12722 -1.12295 0.35462 -0.08
H -3.02084 -0.15055 -0.58937 0.06
H -0.41137 -1.82364 -3.34881 0.04
H -2.61522 0.13776 -2.37358 0.05
H -0.53152 -1.64004 -2.63618 0.01
H -0.39869 0.93853 -1.77037 0.10
H -1.21407 0.14798 1.09609 0.12
H -0.71085 1.79783 0.73689 0.12
H 1.47275 0.93534 -0.13489 0.13
H 2.42793 0.53880 2.13903 0.08
H 1.23159 1.84699 2.16671 0.08
H 0.79891 0.23849 2.77110 0.08
H 2.18714 -1.37479 0.47896 0.08
H 0.55307 -1.73173 1.06523 0.08
H 0.82732 -1.42160 -0.65645 0.05
```

Properties
LUMO level ... 1.26 eV
SMILES string ... C=CCC(C)C.[H][H]



Quick one: least stable of them? (P)